[1]
C2H2INO3 in the gas phase in a non-equilibrium geometry, computed with ωB97M-V with the def2-TZVPD basis set.

```
9
Properties=species:S:1:pos:R:3:nbo_charge:R:1
O -0.15 -1.18 -1.64 -0.469
C -0.78 -0.87 -0.72 0.459
I -2.64 -1.52 0.06 0.107
C -0.05 0.16 0.49 -0.415
N 1.13 0.81 -0.04 0.507
O 0.91 1.72 -0.79 -0.359
O 2.21 0.52 0.39 -0.356
H 0.29 -0.51 1.42 0.261
H -0.93 0.87 0.83 0.265
```

Computed properties:
E_HOMO = -10.58 eV
Molar mass = 214.95 g mol⁻¹
SMILES = O=C(I)C[N+](=O)[O-]
Kohn-Sham gap = 9.90 eV
ΔE to the lowest compared entry with this formula, charge and spin = 4.4075 eV

[2]
C2H2INOS2 in the gas phase in a non-equilibrium geometry, computed with ωB97M-V with the def2-TZVPD basis set.

```
9
Properties=species:S:1:pos:R:3:nbo_charge:R:1
C 0.19 -0.82 0.59 -0.038
C -1.07 0.27 -0.80 0.111
N -0.91 -0.83 -0.06 -0.461
O -0.32 1.42 -0.52 -0.602
S -1.95 1.68 -0.24 0.413
S 1.24 0.61 0.59 0.200
I 3.29 -0.50 1.20 -0.067
H 0.71 -1.75 0.99 0.234
H -1.18 -0.07 -1.76 0.209
```

Computed properties:
E_HOMO = -8.87 eV
Molar mass = 247.08 g mol⁻¹
Kohn-Sham gap = 8.29 eV
ΔE to the lowest compared entry with this formula, charge and spin = 1.0019 eV

[3]
2 unconnected molecules or ions with the total composition C2H2IO2 in a non-equilibrium geometry, computed with ωB97M-V with the def2-TZVPD basis set.

```
7
Properties=species:S:1:pos:R:3:nbo_charge:R:1
C -0.77 1.10 -0.39 0.958
C 0.28 -0.57 0.40 -0.732
O -0.08 2.01 -0.72 -0.662
O -1.92 0.73 -0.31 -0.692
I 2.28 -1.14 -0.52 -0.189
H 0.31 -0.64 1.50 0.164
H -0.10 -1.49 0.05 0.152
```

Computed properties:
E_HOMO = -3.87 eV
Total charge = -1
Molar mass = 184.94 g mol⁻¹
Kohn-Sham gap = 7.11 eV
ΔE to the lowest compared entry with this formula, charge and spin = 0.6693 eV

[4]
A molecular structure, C2H2KNaO2 in a non-equilibrium geometry, computed with ωB97M-V with the def2-TZVPD basis set.

```
8
Properties=species:S:1:pos:R:3:lowdin_spin:R:1
H -1.03 -1.64 -0.13 0.014
O 0.18 -0.89 1.58 0.334
C -0.75 -0.73 0.77 0.359
C -0.44 -0.22 -0.57 0.182
O 0.58 0.57 -0.67 0.091
Na 0.78 2.27 -1.99 0.003
K 2.06 0.69 2.14 0.005
H -1.38 -0.05 -1.14 0.012
```

Computed properties:
E_HOMO (alpha / beta) = -11.03 / -11.26 eV
Total charge = +1
Molar mass = 120.12 g mol⁻¹
2S+1 = 2
Kohn-Sham gap (alpha / beta) = 6.72 / 6.92 eV
ΔE to the lowest compared entry with this formula, charge and spin = 1.1309 eV